The following is a quantum chemistry calculation of one molecule with the formula C4H4N2S2, from the Open Molecules 2025 dataset.

Net charge: 0
LUMO in eV: -0.13
HOMO-LUMO gap in eV: 8.293
HOMO level in eV: -8.42
ΔE to the lowest compared entry with this formula, charge and spin in kJ/mol: 494.5
SMILES: c1cscnncs1

CARTESIAN COORDINATES (ANGSTROEM)
C  -1.875  -0.321  0.217
C  -0.884  -1.334  0.146
C  2.074  -0.238  -0.143
C  -0.011  1.386  -0.156
H  -2.837  -0.689  0.927
H  -1.177  -2.398  0.319
H  2.965  -0.258  -0.681
H  0.275  1.840  -1.199
N  1.949  0.812  0.574
N  0.663  0.941  0.888
S  -1.741  1.463  0.105
S  0.598  -1.205  -0.997

Forces on atoms 1 to 6 (eV/Å):
-0.2 -3.2 3.3
-1.8 2.0 -1.8
-1.8 0.8 -0.6
0.7 1.3 1.2
2.4 1.1 -2.4
0.3 1.2 0.1